(1)
Entry from the Open Molecules 2025 dataset: a structure of composition C25H11Cl5N5PtS2 (ωB97M-V/def2-TZVPD).

Last column: Mulliken charge in e.
Atoms and positions in Å:
Pt: -0.11 1.02 0.89  0.860
C: -1.96 -1.08 -4.01  -0.599
C: -0.69 -1.59 -3.76  -0.690
C: 0.15 -0.96 -2.86  -0.220
C: -0.31 0.18 -2.21  0.070
C: -1.57 0.70 -2.44  -0.191
C: -2.39 0.07 -3.37  -0.673
N: 0.52 0.84 -1.23  0.330
N: 1.72 0.91 -1.54  -0.629
C: 2.60 1.53 -0.61  0.239
C: 3.89 1.73 -1.04  -0.295
C: 4.77 2.39 -0.18  -0.419
C: 4.29 2.80 1.05  -0.761
C: 2.97 2.54 1.40  -0.213
N: 2.14 1.90 0.59  -0.154
H: -2.60 -1.58 -4.72  0.446
H: -0.35 -2.48 -4.26  0.449
H: 1.14 -1.34 -2.64  0.506
H: -1.89 1.61 -1.94  0.660
H: -3.37 0.48 -3.58  0.434
H: 4.18 1.39 -2.02  0.489
H: 5.79 2.57 -0.48  0.434
H: 4.93 3.32 1.75  0.406
H: 2.58 2.85 2.35  0.433
S: 1.12 -0.83 1.80  -0.304
C: 0.49 -2.15 0.87  0.632
C: 1.27 -3.30 0.71  -0.928
C: 0.80 -4.38 0.00  0.693
C: 1.65 -5.52 -0.18  -0.373
N: 2.34 -6.43 -0.31  -0.400
C: -0.49 -4.37 -0.57  0.432
C: -1.29 -3.26 -0.39  -0.663
C: -0.81 -2.13 0.31  0.482
S: -1.82 -0.78 0.44  -0.123
C: -0.97 -5.48 -1.34  -0.363
N: -1.37 -6.35 -1.97  -0.417
H: 2.27 -3.33 1.14  0.568
H: -2.29 -3.24 -0.82  0.587
Cl: -3.44 2.10 0.18  -0.192
C: -2.80 2.42 1.76  1.121
C: -1.50 2.05 2.09  -0.835
C: -1.04 2.39 3.35  0.779
Cl: 0.55 1.88 3.83  -0.160
C: -1.83 3.06 4.28  -0.290
Cl: -1.21 3.44 5.84  -0.160
C: -3.13 3.43 3.93  0.517
Cl: -4.11 4.27 5.04  -0.154
C: -3.61 3.11 2.66  -0.209
Cl: -5.20 3.56 2.22  -0.152

Values from the calculation:
frontier orbital gap (spin up / spin down) = 6.59 / 5.30 eV
LUMO (spin up / spin down) = -4.9 / -6.5 eV
total charge = +1
⟨S²⟩ = 6.04
ΔE to the lowest compared entry with this formula, charge and spin = 16.6 kJ/mol
HOMO energy (spin up / spin down) = -11.47 / -11.85 eV
2S+1 = 5


(2)
Entry from the Open Molecules 2025 dataset: a structure of composition C25H14Cl5IrNO4S2 (ωB97M-V/def2-TZVPD).

Last column: Mulliken charge in e.
Atoms and positions in Å:
Ir: 1.09 0.74 0.53  1.170
Cl: 0.32 3.55 -0.93  -0.043
C: 1.89 3.01 -1.28  1.047
C: 2.32 1.81 -0.74  -1.473
C: 3.61 1.41 -1.07  0.991
Cl: 4.23 -0.04 -0.47  -0.072
C: 4.47 2.21 -1.93  0.155
Cl: 6.02 1.68 -2.28  -0.054
C: 4.01 3.42 -2.45  0.237
Cl: 5.00 4.37 -3.45  -0.105
C: 2.71 3.83 -2.13  0.056
Cl: 2.11 5.28 -2.74  -0.055
O: -2.04 2.19 2.15  -0.552
C: -1.12 1.76 2.77  0.317
N: 0.16 1.50 2.18  -0.160
S: 1.21 0.83 3.21  1.098
O: 1.40 -0.49 2.54  -0.631
O: 2.41 1.57 3.36  -0.549
C: 0.17 0.83 4.60  0.578
C: 0.46 0.45 5.90  -0.715
C: -0.56 0.62 6.83  -0.503
C: -1.78 1.16 6.47  -0.516
C: -2.04 1.56 5.16  -0.588
C: -1.05 1.39 4.22  0.206
H: 1.42 0.03 6.17  0.470
H: -0.39 0.33 7.86  0.421
H: -2.55 1.29 7.22  0.420
H: -2.99 2.00 4.88  0.505
O: -0.29 -0.61 -0.14  -0.454
S: 0.02 -1.83 -1.11  0.129
C: -1.43 -2.80 -1.01  0.768
C: -1.27 -4.07 -0.46  -0.426
C: -2.39 -4.88 -0.34  -0.654
C: -3.63 -4.42 -0.76  -0.422
C: -3.77 -3.14 -1.31  -0.681
C: -2.67 -2.33 -1.44  -0.309
C: -0.03 -1.06 -2.70  0.519
C: -0.60 0.20 -2.89  0.013
C: -0.60 0.74 -4.16  -0.940
C: -0.05 0.03 -5.22  -0.527
C: 0.52 -1.22 -5.02  -0.622
C: 0.54 -1.77 -3.75  -0.574
H: -0.30 -4.41 -0.13  0.417
H: -2.30 -5.87 0.08  0.418
H: -4.50 -5.05 -0.67  0.414
H: -4.74 -2.80 -1.63  0.417
H: -2.75 -1.34 -1.88  0.380
H: -1.06 0.73 -2.06  0.668
H: -1.05 1.71 -4.33  0.470
H: -0.07 0.45 -6.22  0.456
H: 0.94 -1.77 -5.85  0.435
H: 0.98 -2.75 -3.59  0.448

Values from the calculation:
frontier orbital gap (spin up / spin down) = 8.25 / 4.80 eV
LUMO (spin up / spin down) = -6.5 / -10.0 eV
total charge = +2
⟨S²⟩ = 8.78
ΔE to the lowest compared entry with this formula, charge and spin = 42.9 kJ/mol
HOMO energy (spin up / spin down) = -14.72 / -14.78 eV
2S+1 = 6


(3)
Entry from the Open Molecules 2025 dataset: a structure of composition C25H15Cl5FeNOS4 (ωB97M-V/def2-TZVPD).

Last column: Mulliken charge in e.
Atoms and positions in Å:
Fe: 0.47 -0.07 0.01  0.600
S: 0.90 -0.44 -2.47  -0.263
C: -0.85 -0.66 -2.62  0.095
C: -1.55 0.04 -3.60  -0.591
C: -2.93 0.04 -3.62  -0.649
C: -3.65 -0.70 -2.70  -0.608
C: -2.98 -1.47 -1.76  -0.535
C: -1.59 -1.45 -1.72  0.674
S: -0.64 -2.44 -0.61  -0.042
C: -1.53 -2.37 0.98  -0.386
C: -0.53 -2.12 2.07  0.200
C: -0.47 -2.95 3.18  -0.948
C: 0.49 -2.70 4.15  -0.543
C: 1.35 -1.63 3.99  -0.848
C: 1.23 -0.83 2.86  0.470
C: 2.15 0.37 2.74  -1.070
S: 2.18 1.27 1.16  -0.195
C: 3.71 0.76 0.41  -0.015
C: 4.77 1.65 0.49  -0.445
C: 5.98 1.36 -0.13  -0.557
C: 6.10 0.18 -0.85  -0.555
C: 5.04 -0.71 -0.94  -0.707
C: 3.82 -0.44 -0.30  0.898
S: 2.53 -1.60 -0.42  -0.250
N: 0.32 -1.09 1.92  0.769
H: -0.99 0.64 -4.31  0.505
H: -3.45 0.63 -4.37  0.432
H: -4.74 -0.70 -2.71  0.444
H: -3.53 -2.09 -1.07  0.432
H: -2.07 -3.29 1.17  0.483
H: -2.24 -1.54 0.92  0.123
H: -1.15 -3.78 3.27  0.460
H: 0.57 -3.33 5.03  0.422
H: 2.11 -1.41 4.73  0.494
H: 3.17 0.08 3.00  0.516
H: 1.82 1.10 3.48  0.469
H: 4.65 2.57 1.04  0.440
H: 6.80 2.06 -0.07  0.379
H: 7.03 -0.06 -1.35  0.377
H: 5.14 -1.62 -1.50  0.450
Cl: -6.08 3.17 -1.32  -0.203
C: -4.43 2.75 -1.01  0.176
C: -4.08 2.05 0.14  0.107
Cl: -5.30 1.62 1.28  -0.199
C: -2.76 1.69 0.35  0.683
Cl: -2.30 0.87 1.80  -0.174
C: -1.74 1.96 -0.57  -0.783
O: -0.53 1.54 -0.44  -0.821
C: -2.11 2.75 -1.69  0.300
Cl: -0.86 3.21 -2.77  -0.126
C: -3.43 3.12 -1.91  0.287
Cl: -3.84 4.00 -3.33  -0.179

Values from the calculation:
frontier orbital gap (spin up / spin down) = 7.39 / 5.81 eV
LUMO (spin up / spin down) = -0.2 / -1.8 eV
total charge = 0
⟨S²⟩ = 8.78
ΔE to the lowest compared entry with this formula, charge and spin = 56.9 kJ/mol
HOMO energy (spin up / spin down) = -7.55 / -7.63 eV
2S+1 = 6


(4)
Entry from the Open Molecules 2025 dataset: a structure of composition C25H16Cl3N4O2SbSe4Tc (ωB97M-V/def2-TZVPD).

Last column: Mulliken charge in e.
Atoms and positions in Å:
Tc: -0.13 0.79 0.08  0.172
Cl: 2.06 3.86 5.92  -0.151
C: 1.30 2.80 4.81  0.006
C: 1.53 2.97 3.47  -0.875
C: 0.88 2.12 2.55  0.525
N: 0.97 2.15 1.19  -0.059
C: 2.01 2.87 0.57  0.014
O: 2.96 3.36 1.12  -0.586
C: 1.78 2.97 -0.89  0.313
C: 2.55 3.82 -1.66  -0.703
C: 2.19 4.04 -2.98  -0.364
C: 1.05 3.41 -3.45  -0.897
C: 0.36 2.53 -2.63  -0.038
N: 0.73 2.27 -1.37  0.313
C: 0.03 1.09 3.03  1.021
C: -0.18 0.92 4.41  -1.001
C: 0.44 1.77 5.28  -0.035
Cl: 0.16 1.59 6.96  -0.154
N: -0.50 0.34 2.02  0.066
C: -1.12 -0.90 2.31  -0.251
O: -1.01 -1.53 3.33  -0.600
C: -1.99 -1.29 1.18  0.463
C: -2.97 -2.25 1.31  -0.808
C: -3.90 -2.39 0.29  -0.394
C: -3.81 -1.55 -0.80  -0.877
C: -2.76 -0.65 -0.89  -0.422
N: -1.84 -0.54 0.08  0.253
H: 2.19 3.76 3.13  0.642
H: 3.39 4.31 -1.19  0.515
H: 2.77 4.69 -3.61  0.473
H: 0.69 3.57 -4.46  0.432
H: -0.51 2.04 -3.01  0.466
H: -0.82 0.14 4.79  0.642
H: -3.01 -2.83 2.22  0.566
H: -4.69 -3.13 0.35  0.487
H: -4.53 -1.59 -1.61  0.464
H: -2.64 -0.01 -1.75  0.819
Se: 3.31 -4.11 0.91  -0.289
Sb: 2.11 -0.54 0.47  1.650
Se: 3.66 -0.58 -1.29  -0.442
Se: 1.81 -2.80 1.84  -0.009
Se: 2.89 -0.70 2.81  -0.320
Cl: -1.44 -6.00 -3.19  -0.208
C: -1.00 -4.37 -2.80  0.375
C: -1.66 -3.32 -3.42  -0.987
C: -1.32 -2.02 -3.08  -0.050
C: -0.33 -1.73 -2.14  1.112
C: 0.02 -0.29 -1.86  -1.859
C: 0.36 -2.82 -1.59  0.277
C: 0.02 -4.12 -1.90  -1.341
H: -2.42 -3.51 -4.16  0.462
H: -1.82 -1.20 -3.59  0.420
H: 1.05 -0.10 -2.18  1.072
H: -0.63 0.30 -2.51  0.321
H: 1.21 -2.68 -0.94  -0.055
H: 0.57 -4.95 -1.46  0.434

Values from the calculation:
frontier orbital gap (spin up / spin down) = 4.10 / 4.11 eV
LUMO (spin up / spin down) = -6.0 / -6.0 eV
total charge = +1
ΔE to the lowest compared entry with this formula, charge and spin = 350.0 kJ/mol
HOMO energy (spin up / spin down) = -10.11 / -10.12 eV
2S+1 = 1


(5)
Entry from the Open Molecules 2025 dataset: a structure of composition C25H17Cl3NO2PRuSe2 (ωB97M-V/def2-TZVPD).

Last column: Mulliken charge in e.
Atoms and positions in Å:
Ru: -0.93 -0.71 -0.63  0.590
Se: 1.63 -0.59 -0.98  -0.386
P: 1.39 1.54 -0.91  0.745
Se: -0.71 1.94 -1.03  -0.476
C: 2.36 2.41 -2.19  0.365
C: 1.74 3.16 -3.18  -0.279
C: 2.51 3.80 -4.15  -0.541
C: 3.89 3.68 -4.14  -0.387
C: 4.51 2.91 -3.16  -0.598
C: 3.75 2.28 -2.19  -0.395
C: 2.13 2.27 0.59  0.303
C: 2.17 3.65 0.73  -0.446
C: 2.69 4.22 1.88  -0.594
C: 3.16 3.41 2.91  -0.400
C: 3.11 2.03 2.78  -0.613
C: 2.59 1.45 1.62  -0.174
H: 0.66 3.24 -3.18  0.283
H: 2.02 4.39 -4.91  0.378
H: 4.48 4.18 -4.89  0.364
H: 5.59 2.81 -3.15  0.370
H: 4.24 1.68 -1.42  0.370
H: 1.80 4.29 -0.06  0.346
H: 2.72 5.30 1.99  0.375
H: 3.56 3.85 3.81  0.363
H: 3.46 1.39 3.58  0.383
H: 2.53 0.38 1.51  0.270
Cl: -6.32 -0.53 4.27  -0.267
C: -5.28 -0.51 2.87  0.185
C: -5.87 -0.55 1.59  -0.475
C: -5.09 -0.54 0.47  -0.709
C: -3.66 -0.49 0.54  0.769
O: -3.01 -0.47 -0.55  -0.666
C: -3.09 -0.43 1.86  0.639
C: -1.69 -0.34 2.11  -0.010
O: -0.75 -0.33 1.30  -0.384
C: -3.93 -0.45 3.00  -0.911
H: -6.95 -0.60 1.51  0.394
H: -5.53 -0.57 -0.51  0.424
H: -1.42 -0.27 3.17  0.264
H: -3.48 -0.41 3.98  0.356
Cl: 1.36 -3.54 0.69  -0.235
C: 0.10 -4.50 -0.03  0.766
C: 0.18 -5.88 0.06  -0.659
C: -0.82 -6.68 -0.47  -0.277
C: -1.92 -6.08 -1.08  -0.676
C: -1.99 -4.71 -1.18  0.631
Cl: -3.38 -3.98 -1.92  -0.213
C: -0.98 -3.83 -0.68  -0.644
N: -1.09 -2.53 -0.88  -0.594
H: 1.04 -6.31 0.55  0.371
H: -0.75 -7.76 -0.40  0.333
H: -2.73 -6.67 -1.48  0.370

Values from the calculation:
frontier orbital gap (spin up / spin down) = 6.17 / 6.13 eV
LUMO (spin up / spin down) = 2.5 / 2.5 eV
total charge = -1
⟨S²⟩ = 0.78
ΔE to the lowest compared entry with this formula, charge and spin = 55.6 kJ/mol
HOMO energy (spin up / spin down) = -3.66 / -3.63 eV
2S+1 = 2


(6)
Entry from the Open Molecules 2025 dataset: a structure of composition C25H17F2MgN6O2Se (ωB97M-V/def2-TZVPD).

Last column: Mulliken charge in e.
Atoms and positions in Å:
Mg: 0.34 -0.48 0.58  0.978
O: -1.57 3.17 1.70  -0.687
C: -1.25 2.28 0.90  -0.014
N: -1.04 0.99 1.16  -0.018
C: -1.41 0.56 2.46  0.192
C: -2.67 0.81 2.99  -0.470
C: -3.00 0.38 4.27  -0.680
C: -2.06 -0.30 5.03  -0.539
C: -0.81 -0.57 4.51  -0.756
C: -0.48 -0.16 3.22  0.518
N: 0.71 -0.43 2.55  0.442
C: 1.83 -0.83 3.13  0.231
O: 2.13 -0.96 4.33  -0.825
C: 2.87 -1.18 2.09  0.428
C: 4.06 -1.78 2.51  -0.835
C: 5.00 -2.15 1.58  -0.243
C: 4.73 -1.91 0.24  -0.997
C: 3.53 -1.31 -0.09  0.090
N: 2.62 -0.93 0.80  -0.111
C: -1.08 2.78 -0.52  0.548
C: -0.40 3.99 -0.73  -0.727
C: -0.39 4.54 -2.00  -0.388
C: -1.08 3.90 -3.02  -0.549
C: -1.73 2.71 -2.71  -0.242
N: -1.73 2.16 -1.50  -0.201
H: -3.39 1.36 2.39  0.428
H: -3.99 0.59 4.67  0.351
H: -2.31 -0.60 6.05  0.366
H: -0.07 -1.11 5.09  0.433
H: 4.19 -1.94 3.57  0.460
H: 5.93 -2.61 1.88  0.409
H: 5.43 -2.19 -0.54  0.399
H: 3.30 -1.14 -1.13  0.312
H: 0.08 4.47 0.11  0.443
H: 0.13 5.47 -2.19  0.399
H: -1.12 4.31 -4.02  0.393
H: -2.29 2.17 -3.47  0.385
Se: 1.61 0.58 -2.27  0.231
N: 0.23 -0.22 -1.58  -0.123
C: -0.51 -0.69 -2.56  0.515
C: -1.81 -1.25 -2.41  -0.370
C: -2.47 -1.64 -3.53  -0.822
C: -1.89 -1.53 -4.83  -0.394
C: -0.67 -0.96 -5.02  -0.778
C: 0.04 -0.48 -3.88  0.794
N: 1.18 0.20 -3.94  -0.862
H: -2.24 -1.32 -1.42  0.459
H: -3.48 -2.04 -3.44  0.408
H: -2.44 -1.90 -5.68  0.389
H: -0.23 -0.84 -6.00  0.460
F: 0.94 -2.99 -0.60  -0.338
C: -0.08 -2.60 0.36  -0.334
F: -1.28 -3.05 -0.26  -0.281
H: 0.07 -3.32 1.18  0.120

Values from the calculation:
frontier orbital gap = 5.28 eV
LUMO = 1.2 eV
total charge = -1
HOMO energy = -4.13 eV
2S+1 = 1


(7)
Entry from the Open Molecules 2025 dataset: a structure of composition C25H17N6O3Pd (ωB97M-V/def2-TZVPD).

Last column: Mulliken charge in e.
Atoms and positions in Å:
Pd: 0.69 -0.71 -0.19  0.393
C: 1.96 3.41 -0.75  -0.325
C: 1.55 2.24 -0.11  -0.371
N: 1.23 1.17 -0.82  -0.040
C: 1.30 1.26 -2.17  0.066
C: 1.71 2.43 -2.77  -0.108
N: 2.05 3.51 -2.07  -0.562
C: 0.80 0.06 -2.89  0.027
C: 0.86 -0.17 -4.25  -0.220
C: 0.32 -1.35 -4.77  0.531
C: -0.24 -2.27 -3.87  -0.062
C: -0.25 -1.99 -2.52  -0.166
N: 0.24 -0.83 -2.07  -0.490
C: -0.75 -2.92 -1.46  0.592
C: -1.06 -4.25 -1.70  -0.206
N: -1.49 -5.05 -0.73  -0.576
C: -1.62 -4.52 0.47  -0.265
C: -1.31 -3.20 0.74  -0.354
N: -0.88 -2.40 -0.23  -0.406
C: 0.36 -1.63 -6.22  0.648
C: 0.45 -2.93 -6.70  -0.588
C: 0.49 -3.14 -8.07  -0.404
N: 0.44 -2.16 -8.97  -0.574
C: 0.36 -0.92 -8.50  -0.411
C: 0.32 -0.60 -7.15  -0.562
H: 2.22 4.28 -0.16  0.394
H: 1.49 2.16 0.97  0.488
H: 1.76 2.52 -3.85  0.393
H: 1.35 0.54 -4.90  0.630
H: -0.69 -3.18 -4.24  0.645
H: -0.95 -4.69 -2.68  0.408
H: -1.97 -5.17 1.27  0.417
H: -1.39 -2.78 1.74  0.507
H: 0.52 -3.79 -6.04  0.488
H: 0.56 -4.15 -8.46  0.373
H: 0.32 -0.13 -9.24  0.372
H: 0.22 0.44 -6.85  0.471
O: 0.79 -2.15 3.92  -0.506
C: 1.77 -3.05 3.64  0.946
C: 2.13 -4.02 4.57  -0.847
C: 3.10 -4.97 4.26  -0.473
C: 3.70 -4.97 3.01  -0.746
C: 3.33 -4.02 2.08  -0.412
C: 2.38 -3.04 2.38  0.325
C: 2.07 -2.06 1.33  1.104
O: 2.22 -2.37 0.12  -0.648
O: 1.56 -0.90 1.60  -0.737
H: 0.53 -2.25 4.84  0.301
H: 1.66 -4.03 5.55  0.314
H: 3.37 -5.70 5.00  0.393
H: 4.45 -5.71 2.76  0.409
H: 3.78 -4.00 1.10  0.427

Values from the calculation:
frontier orbital gap = 6.87 eV
LUMO = -4.2 eV
total charge = +1
HOMO energy = -11.11 eV
2S+1 = 1


(8)
Entry from the Open Molecules 2025 dataset: a structure of composition C25H18AsCl2O2OsSe4 (ωB97M-V/def2-TZVPD).

Last column: Mulliken charge in e.
Atoms and positions in Å:
Os: 0.61 -0.37 0.23  2.165
Cl: -5.38 -4.31 1.81  -0.197
C: -4.12 -3.30 1.21  0.137
C: -4.42 -2.40 0.17  -0.567
C: -3.46 -1.57 -0.34  0.495
Cl: -3.82 -0.52 -1.65  -0.153
C: -2.13 -1.58 0.17  0.177
O: -1.27 -0.76 -0.34  -1.173
C: -1.84 -2.53 1.20  0.826
C: -0.53 -2.71 1.73  -0.043
O: 0.49 -2.03 1.50  -0.758
C: -2.85 -3.38 1.70  -1.049
H: -5.42 -2.36 -0.23  0.474
H: -0.40 -3.54 2.44  0.397
H: -2.61 -4.10 2.47  0.427
Se: 2.95 -0.32 0.85  -0.098
Se: 4.09 1.39 -0.29  0.024
Se: 2.47 2.70 -1.13  0.059
Se: 0.74 1.18 -1.57  -0.081
C: -0.10 0.74 6.77  -0.498
C: -0.32 2.01 6.26  -0.712
C: -0.38 2.21 4.89  -0.187
C: -0.22 1.14 4.02  -0.137
C: 0.01 -0.14 4.53  -0.477
C: 0.07 -0.34 5.90  -0.619
As: -0.34 1.41 2.11  0.899
C: 0.62 3.07 1.89  0.281
C: 0.09 4.18 1.24  -0.203
C: 0.87 5.32 1.08  -0.631
C: 2.17 5.35 1.56  -0.526
C: 2.69 4.25 2.22  -0.718
C: 1.93 3.11 2.38  -0.648
C: -2.21 1.78 1.81  0.448
C: -3.13 1.62 2.83  -0.399
C: -4.48 1.87 2.59  -0.717
C: -4.90 2.29 1.34  -0.618
C: -3.97 2.45 0.32  -0.788
C: -2.63 2.18 0.54  0.053
H: -0.05 0.58 7.83  0.398
H: -0.44 2.85 6.94  0.423
H: -0.54 3.21 4.50  0.444
H: 0.16 -0.97 3.86  0.343
H: 0.25 -1.33 6.30  0.424
H: -0.93 4.17 0.87  0.421
H: 0.45 6.18 0.58  0.435
H: 2.77 6.25 1.44  0.412
H: 3.70 4.28 2.62  0.426
H: 2.34 2.25 2.89  0.477
H: -2.82 1.30 3.82  0.369
H: -5.20 1.74 3.39  0.451
H: -5.94 2.50 1.16  0.420
H: -4.30 2.76 -0.67  0.462
H: -1.92 2.27 -0.27  0.232

Values from the calculation:
frontier orbital gap (spin up / spin down) = 6.71 / 5.34 eV
LUMO (spin up / spin down) = -3.7 / -6.0 eV
total charge = +1
⟨S²⟩ = 6.03
ΔE to the lowest compared entry with this formula, charge and spin = 0.0 kJ/mol
HOMO energy (spin up / spin down) = -10.37 / -11.36 eV
2S+1 = 5


| no. | energy (eV) |
| --- | --- |
| 1 | -121072.961 |
| 2 | -122932.089 |
| 3 | -170048.317 |
| 4 | -343922.677 |
| 5 | -211919.502 |
| 6 | -115466.466 |
| 7 | -44758.256 |
| 8 | -380042.235 |